C4H7FO | ωB97M-V/def2-TZVPD

Last column: natural (NBO) charge in e.
CARTESIAN COORDINATES (ANGSTROEM)
F -2.12865 -0.03296 -0.21754  -0.352
O 1.89459 0.08249 -0.59166  -0.712
C -0.00770 -1.08860 0.38127  -0.471
C 1.04032 0.04070 0.49078  0.115
C -0.78621 -0.03446 -0.37691  0.215
C -0.07607 1.11414 0.32792  -0.450
H 2.45224 -0.70347 -0.59943  0.472
H -0.46644 -1.27621 1.35070  0.216
H -0.48417 1.28771 1.29408  0.209
H 0.11594 2.02798 -0.22648  0.220
H 1.54444 0.14259 1.46453  0.159
H -0.46508 -0.04210 -1.40339  0.171
H 0.28218 -1.99047 -0.12732  0.209

## Properties
- frontier orbital gap (Ha) = 0.399
- energy relative to the best compared isomer or geometry (same formula, charge and spin) (kcal per mole) = 21.7
- HOMO energy (eV) = -9.99
- electronic energy (a.u.) = -331.67482